A molecular structure, C76H78N2O5P2RhS2Te in a non-equilibrium geometry, computed with wB97M-V/def2-TZVPD.

Each line ends with the Mulliken spin population.
Positions of all 167 atoms, in Å:
1 Rh 0.1822 -0.9938 -0.0032  1.02
2 O 3.1655 -1.6316 3.0703  0.00
3 C 2.5054 -1.7753 2.0415  0.00
4 O 2.0201 -0.8353 1.3021  0.02
5 C 2.2958 -3.1885 1.5247  0.00
6 P 0.8065 -3.3261 0.4567  0.01
7 C -0.0717 -4.6320 1.4105  0.01
8 C -1.0517 -4.2618 2.3321  -0.01
9 C -1.6719 -5.2086 3.1344  0.00
10 C -1.3220 -6.5497 3.0282  0.00
11 C -0.3750 -6.9329 2.0868  0.00
12 C 0.2423 -5.9814 1.2798  0.00
13 C 1.4580 -4.2003 -1.0199  -0.03
14 C 0.8551 -3.9360 -2.2490  -0.02
15 C 1.3674 -4.4824 -3.4201  0.01
16 C 2.4839 -5.3086 -3.3772  0.00
17 C 3.0828 -5.5935 -2.1549  0.00
18 C 2.5756 -5.0354 -0.9875  0.01
19 H 2.2627 -3.8744 2.3659  0.00
20 H 3.1868 -3.4079 0.9340  0.00
21 H -1.3542 -3.2211 2.3963  -0.01
22 H -2.4368 -4.8960 3.8358  0.00
23 H -1.7851 -7.2893 3.6698  0.00
24 H -0.1147 -7.9797 1.9735  0.00
25 H 0.9603 -6.3049 0.5365  0.00
26 H -0.0163 -3.2924 -2.2753  0.00
27 H 0.8982 -4.2443 -4.3677  0.00
28 H 2.8957 -5.7189 -4.2933  0.00
29 H 3.9486 -6.2446 -2.1082  0.00
30 H 3.0742 -5.2480 -0.0486  0.00
31 C -8.5842 1.5704 2.7352  0.00
32 C -7.0871 1.4126 2.7683  0.00
33 C -6.4877 0.4740 3.5979  0.00
34 C -5.1073 0.2974 3.6433  0.00
35 C -4.5371 -0.7523 4.5747  0.00
36 C -4.3168 1.1069 2.8171  0.01
37 Te -2.3601 0.3366 2.4505  -0.03
38 N -0.5158 0.5824 1.4200  0.02
39 C -0.2842 1.8627 1.7236  0.00
40 O -1.2148 2.5729 2.1951  0.01
41 C 1.0812 2.4634 1.6399  0.01
42 C 1.9927 2.1028 0.6623  -0.02
43 C 3.2577 2.6684 0.6536  0.00
44 C 3.6177 3.5778 1.6366  0.00
45 C 2.7029 3.9419 2.6205  0.00
46 C 1.4302 3.3915 2.6161  0.00
47 C -1.6156 0.7535 4.3997  0.00
48 C -1.9898 1.8868 5.1626  0.00
49 C -2.7971 3.0699 4.6576  0.00
50 C -1.5643 1.9442 6.4874  0.00
51 C -0.7789 0.9544 7.0691  0.00
52 C -0.3787 1.0291 8.5211  0.00
53 C -0.3709 -0.1015 6.2747  0.00
54 C -0.7678 -0.2209 4.9434  0.00
55 C -0.1757 -1.3813 4.1606  0.02
56 C -4.8879 2.0609 1.9697  0.00
57 C -4.0658 2.9635 1.0746  0.00
58 C -6.2727 2.2061 1.9733  0.00
59 H -9.0810 0.6930 3.1508  0.00
60 H -8.9406 1.7134 1.7143  0.00
61 H -8.8997 2.4391 3.3179  0.00
62 H -7.1100 -0.1662 4.2154  0.00
63 H -5.3373 -1.3497 5.0122  0.00
64 H -3.9601 -0.2904 5.3791  0.00
65 H -3.8588 -1.4323 4.0496  0.00
66 H 1.7073 1.4125 -0.1108  0.02
67 H 3.9553 2.4000 -0.1295  0.00
68 H 4.6088 4.0161 1.6302  0.00
69 H 2.9807 4.6512 3.3905  0.00
70 H 0.7006 3.6699 3.3651  0.00
71 H -2.4166 3.4105 3.6945  0.00
72 H -2.7253 3.8919 5.3722  0.00
73 H -3.8524 2.8164 4.5372  0.00
74 H -1.8561 2.8053 7.0823  0.00
75 H -0.7988 1.9155 8.9994  0.00
76 H 0.7079 1.0651 8.6285  0.00
77 H -0.7336 0.1513 9.0665  0.00
78 H 0.2898 -0.8626 6.6815  0.00
79 H 0.9070 -1.2303 4.0622  0.00
80 H -0.5614 -1.4684 3.1472  0.00
81 H -0.3304 -2.3279 4.6837  0.00
82 H -3.0524 2.5968 0.9143  0.00
83 H -3.9682 3.9557 1.5249  0.00
84 H -4.5419 3.0840 0.1002  0.00
85 H -6.7231 2.9491 1.3213  0.00
86 C 4.5383 -1.2821 -1.5305  0.00
87 C 3.3620 -1.1761 -2.4722  0.02
88 C 3.5099 -1.3345 -3.8573  -0.02
89 C 2.3862 -1.3043 -4.6723  0.01
90 C 2.5259 -1.4842 -6.1672  0.00
91 C 1.1065 -1.1228 -4.1313  -0.01
92 C 0.9239 -0.8805 -2.7573  0.05
93 C 2.1021 -0.9332 -1.9859  -0.01
94 N -0.2449 -0.6254 -2.0474  -0.03
95 C -1.5355 -0.3844 -2.7312  0.02
96 C -2.1585 -1.6934 -3.2514  0.00
97 C -3.5352 -1.4275 -3.8842  0.00
98 C -3.3838 -0.4377 -5.0454  0.00
99 C -2.8184 0.8862 -4.5185  0.00
100 C -3.7810 1.4699 -3.4798  0.00
101 C -3.8886 0.4884 -2.3106  0.00
102 C -4.4712 -0.8392 -2.8170  0.00
103 C -2.4980 0.2458 -1.7077  -0.01
104 C -1.4386 0.6503 -3.8828  -0.01
105 H 5.3756 -0.6661 -1.8721  0.00
106 H 4.8886 -2.3182 -1.4784  0.00
107 H 4.2611 -0.9631 -0.5226  0.00
108 H 4.4974 -1.4758 -4.2906  0.00
109 H 3.5648 -1.3655 -6.4799  0.00
110 H 1.9224 -0.7481 -6.7047  0.00
111 H 2.1907 -2.4798 -6.4804  0.00
112 H 0.2634 -1.1926 -4.8057  0.00
113 H 1.9856 -0.7241 -0.9341  -0.06
114 H -2.2634 -2.3826 -2.4120  0.00
115 H -1.4907 -2.1655 -3.9828  0.00
116 H -3.9517 -2.3671 -4.2590  0.00
117 H -4.3569 -0.2689 -5.5252  0.00
118 H -2.7089 -0.8544 -5.8029  0.00
119 H -2.7048 1.5895 -5.3481  0.00
120 H -4.7696 1.6335 -3.9310  0.00
121 H -3.4069 2.4389 -3.1297  0.00
122 H -4.5492 0.9041 -1.5403  0.00
123 H -5.4708 -0.6763 -3.2408  0.00
124 H -4.5708 -1.5462 -1.9858  0.00
125 H -2.5785 -0.4037 -0.8433  0.02
126 H -2.0560 1.1941 -1.3721  0.00
127 H -1.0520 1.5798 -3.4633  0.00
128 H -0.7418 0.3398 -4.6593  0.00
129 S 2.3638 5.7216 -1.6430  0.00
130 P 1.0484 4.6031 -2.6292  0.00
131 S 0.2426 2.9850 -1.8140  -0.01
132 C -0.2849 5.7392 -3.2251  0.00
133 C -1.5911 5.6095 -2.7696  0.00
134 C -2.5512 6.5735 -3.0879  0.00
135 C -2.2065 7.6758 -3.8577  0.00
136 C -0.8991 7.8114 -4.3194  0.00
137 C 0.0518 6.8518 -4.0012  0.00
138 C 1.7668 4.0129 -4.2165  0.00
139 C 0.9192 3.4958 -5.1993  0.00
140 C 1.4385 2.8835 -6.3325  0.00
141 C 2.8174 2.7726 -6.4927  0.00
142 C 3.6660 3.2742 -5.5142  0.00
143 C 3.1421 3.8905 -4.3772  0.00
144 H -1.8378 4.7471 -2.1584  0.00
145 H -3.5670 6.4627 -2.7223  0.00
146 H -2.9476 8.4322 -4.0919  0.00
147 H -0.6208 8.6749 -4.9145  0.00
148 H 1.0764 6.9646 -4.3391  0.00
149 H -0.1561 3.5593 -5.0589  0.00
150 H 0.7694 2.4774 -7.0837  0.00
151 H 3.2252 2.2857 -7.3721  0.00
152 H 4.7405 3.1762 -5.6285  0.00
153 H 3.7879 4.2804 -3.5982  0.00
154 O -1.8698 -3.8562 -0.5937  -0.01
155 C -2.5079 -2.9829 0.0056  -0.01
156 O -2.0814 -1.8586 0.4179  0.00
157 C -3.9797 -3.2805 0.2937  0.03
158 C -4.5003 -4.5226 -0.0548  0.00
159 C -5.8174 -4.8483 0.2512  0.00
160 C -6.6284 -3.9298 0.9094  0.00
161 C -6.1200 -2.6806 1.2483  0.00
162 C -4.8015 -2.3623 0.9350  -0.01
163 H -3.8450 -5.2220 -0.5578  0.00
164 H -6.2107 -5.8222 -0.0180  0.00
165 H -7.6536 -4.1854 1.1539  0.00
166 H -6.7387 -1.9553 1.7666  0.00
167 H -4.3986 -1.3938 1.1962  0.01

Output
highest occupied orbital energy (alpha / beta)	-2.082 / -2.088	eV
energy above the lowest of the compared OMol25 structures with the same formula, charge and spin	12.3	kcal per mole
total charge	-2
HOMO-LUMO gap (alpha / beta)	0.197 / 0.197	Ha
lowest unoccupied orbital energy (alpha / beta)	3.27 / 3.27	eV
multiplicity	2
electronic energy	-143849.641	eV